Record 1
11
Properties=species:S:1:pos:R:3:mulliken_charge:R:1 method="wB97M-V/def2-TZVPD" energy_ev=-7639.0304 orbital_gap_ev=10.22 smiles="C#[N+]CC=[N+]=N" spin_multiplicity=1 relative_energy_kj_mol=151.94 molar_mass_g_mol=83.09 total_charge=+2
C -0.5905 -0.6564 -0.1762 -0.295
C 0.9112 -0.6232 -0.0495 -0.047
C -1.9974 1.4280 -0.0289 0.096
N 2.5350 1.1138 -0.1405 -0.466
N -1.2974 0.5261 -0.0790 0.093
N 1.7223 0.3085 0.0016 0.616
H -0.9819 -1.3485 0.5909 0.361
H 1.3492 -1.6272 0.0017 0.420
H -2.6441 2.2865 0.0251 0.485
H 3.0434 1.6402 0.5807 0.380
H -0.8388 -1.1037 -1.1613 0.359

***

Record 2
11
Properties=species:S:1:pos:R:3:mulliken_charge:R:1 method="wB97M-V/def2-TZVPD" energy_ev=-8226.3811 orbital_gap_ev=11.01 smiles=C#C[C@H]1N[C@H]1C#N spin_multiplicity=1 relative_energy_kj_mol=300.29 molar_mass_g_mol=92.10
C 0.3349 -1.9627 -0.9733 0.437
C -0.0213 -0.8159 -0.9813 -0.768
C -0.3974 0.5677 -0.7780 -0.264
N -1.3080 0.8979 0.3110 -0.547
C 0.1047 1.1747 0.5147 -0.061
C 0.8757 0.2431 1.3034 0.208
N 1.4274 -0.6236 1.8387 -0.442
H 0.6643 -2.9782 -0.9325 0.376
H -0.4752 1.2179 -1.6504 0.357
H -1.5704 0.0491 0.8063 0.326
H 0.3653 2.2299 0.5414 0.379

***

Record 3
14
Properties=species:S:1:pos:R:3:mulliken_charge:R:1 method="wB97M-V/def2-TZVPD" energy_ev=-8834.1872 orbital_gap_ev=10.66 smiles="C#CCCNC=O" spin_multiplicity=1 relative_energy_kj_mol=194.48 molar_mass_g_mol=97.12
O -2.8277 -0.5434 -0.8026 -0.552
C -2.3649 0.4338 -0.2493 0.005
N -1.2043 0.4546 0.4642 -0.118
C -0.3192 -0.6934 0.5587 -0.586
C 0.8482 -0.6876 -0.4482 -0.397
C 1.8147 0.4031 -0.3124 -0.778
C 2.8634 0.9497 -0.0815 0.200
H -2.8670 1.4212 -0.2669 0.337
H -0.8767 1.3476 0.8006 0.250
H -0.9452 -1.5757 0.3972 0.289
H 0.0831 -0.7418 1.5754 0.342
H 1.5803 -1.4721 -0.2347 0.250
H 0.4791 -0.8313 -1.4707 0.315
H 3.7362 1.5354 0.0704 0.444

***

Record 4
13
Properties=species:S:1:pos:R:3:mulliken_charge:R:1 method="wB97M-V/def2-TZVPD" energy_ev=-18962.9183 orbital_gap_ev=8.84 smiles="C=NNC(=S)NN" spin_multiplicity=1 relative_energy_kj_mol=398.20 molar_mass_g_mol=118.16
C -0.6572 0.1518 0.0427 0.058
C 2.1782 -0.9810 -0.7753 -0.385
H 0.9074 1.9219 1.2851 0.297
H 1.7973 1.5347 0.0984 0.257
H -0.6830 1.7967 -0.9995 0.231
H -0.1831 -0.9050 1.5330 0.303
H 3.1435 -1.4260 -0.8068 0.267
H 1.9292 -0.2118 -1.4203 0.378
N 0.8951 1.8770 0.2574 -0.647
N -0.0968 1.2090 -0.5302 0.085
N 0.4121 -0.4111 0.9227 -0.165
N 1.6063 -1.1778 0.3551 -0.404
S -2.2346 -0.5134 -0.1456 -0.274

***

Record 5
10
Properties=species:S:1:pos:R:3:mulliken_charge:R:1 method="wB97M-V/def2-TZVPD" energy_ev=-5150.9820 orbital_gap_ev=9.98 smiles="[H]/N=C/NC" spin_multiplicity=1 relative_energy_kj_mol=90.48 molar_mass_g_mol=58.08
C -0.1271 1.4260 -0.0176 -0.735
N -0.4723 0.0513 -0.3395 -0.266
C 0.1889 -0.9832 0.2601 0.101
N 0.2195 -2.1249 -0.2841 -0.653
H 0.2922 1.4438 0.9806 0.318
H 0.4582 1.9300 -0.7904 0.233
H -1.0312 2.0470 0.0058 0.245
H -0.7138 -0.1201 -1.3096 0.266
H 0.4971 -0.7841 1.2900 0.253
H 0.6885 -2.8856 0.2047 0.238

***

Record 6
45
Properties=species:S:1:pos:R:3:mulliken_charge:R:1 method="wB97M-V/def2-TZVPD" energy_ev=-25889.6435 orbital_gap_ev=8.15 spin_multiplicity=1 relative_energy_kj_mol=0.00 molar_mass_g_mol=319.24 total_charge=-1
C -0.6209 -2.3731 3.7100 -0.356
C -0.3525 3.9414 1.0873 -0.648
C -3.1224 -0.5517 -3.2335 -0.620
C 4.1760 -0.4889 -1.4400 -0.484
C -0.3794 -0.9968 3.7335 -0.967
C -0.5630 -3.1038 2.5422 -1.065
C 0.8977 3.3995 0.9107 -0.988
C -1.4363 3.1326 0.7838 -0.808
C -3.1143 -1.3550 -2.0800 -0.566
C -2.1114 0.3999 -3.3104 -0.978
C 3.1525 -0.2723 -2.3551 -0.763
C 3.8579 -0.8647 -0.1440 -0.769
C -0.2661 -0.3817 2.5352 -0.139
C -0.4372 -2.4312 1.3318 -0.097
C 1.0303 2.1311 0.3895 -0.329
C -1.3474 1.7955 0.5191 0.165
C -2.1478 -1.3090 -1.1364 -1.181
C -1.1262 0.4402 -2.3607 -0.291
C 1.8517 -0.2972 -1.8933 -0.468
C 2.5206 -0.8572 0.2901 -0.885
C -0.2462 -1.0527 1.3372 0.074
C -0.0698 1.3384 0.2561 0.037
C -1.1311 -0.3795 -1.2678 1.236
C 1.4769 -0.5520 -0.5934 0.824
B 0.0224 -0.2161 -0.0523 1.794
H -0.8386 -2.8417 4.6352 0.400
H -0.3662 4.9420 1.4706 0.404
H -3.9885 -0.6514 -3.8636 0.366
H 5.2381 -0.3616 -1.7282 0.269
H -0.4514 -0.5010 4.7289 0.323
H -0.8192 -4.1699 2.5469 0.306
H 1.7510 4.0144 0.9911 0.417
H -2.4229 3.5206 0.8963 0.373
H -4.0271 -1.9232 -1.9552 0.329
H -2.3065 1.2297 -4.0541 0.230
H 3.2345 0.0376 -3.4039 0.365
H 4.6243 -1.0339 0.6005 0.375
H -0.2905 0.6488 2.4655 0.340
H -0.3641 -3.0358 0.4485 0.482
H 2.0027 1.8044 0.0321 0.224
H -2.2827 1.2556 0.4981 0.389
H -2.1029 -1.9229 -0.2752 0.479
H -0.4624 1.2849 -2.2906 0.425
H 1.0024 -0.2274 -2.5574 0.353
H 2.3561 -1.1652 1.2547 0.426

***

HOMO level list, top to bottom, in hartree: -0.761; -0.369; -0.362; -0.321; -0.326; -0.182